Computed, not measured: a cluster of 13 separate species, C68H72O21 in total in a non-equilibrium geometry, with ωB97M-V/def2-TZVPD.

electronic energy: -4213.99402 hartree
ΔE to the lowest compared entry with this formula, charge and spin: 0.0 kcal/mol
molecular weight: 1225.30 g mol⁻¹
frontier orbital gap: 8.01 eV
charge: 0
highest occupied orbital energy: -9.608 eV

```
161
C68H72O21, DFT ωB97M-V/def2-TZVPD
C -2.6737 0.1082 6.5742
C -3.3490 -0.5984 7.4496
C -4.0739 -1.8144 6.9362
O -4.6770 -2.4821 7.7457
C -4.0744 -2.1685 5.5542
C -3.5168 -1.3575 4.6491
C -2.7140 -0.2698 5.1648
O -2.0946 0.4254 4.4005
H -2.0729 0.9793 6.8068
H -3.3335 -0.4202 8.5188
H -4.6290 -3.0841 5.3850
H -3.5198 -1.4978 3.5753
C -2.4408 -3.6338 2.0124
C -1.5186 -4.5570 1.7346
C -1.8956 -5.9826 1.4711
O -1.0560 -6.8510 1.4286
C -3.3047 -6.3172 1.2246
C -4.2169 -5.3989 1.4506
C -3.8352 -4.0527 1.9102
O -4.7663 -3.3921 2.2886
H -2.2101 -2.5782 2.1126
H -0.4618 -4.3677 1.6807
H -3.5561 -7.3228 0.9491
H -5.2812 -5.5942 1.3362
C -2.9190 4.7798 0.1762
C -3.4657 4.8884 -1.0219
C -2.5671 4.6760 -2.2005
O -3.0384 4.8896 -3.2859
C -1.1476 4.2497 -2.0953
C -0.6520 4.0184 -0.8877
C -1.5451 4.2716 0.3032
O -1.0930 4.0954 1.4067
H -3.4179 4.8833 1.1386
H -4.5015 5.1540 -1.2128
H -0.5833 4.2452 -3.0185
H 0.3916 3.8180 -0.6914
C 6.2519 -2.2052 -2.3161
C 5.7441 -3.1089 -1.5212
C 4.6356 -2.7055 -0.7470
O 4.0631 -3.4585 -0.0218
C 4.0961 -1.3661 -0.7995
C 4.6465 -0.4229 -1.5975
C 5.7409 -0.8272 -2.4309
O 6.3375 -0.1282 -3.2072
H 7.0164 -2.4316 -3.0358
H 6.0002 -4.1616 -1.4809
H 3.2404 -1.1952 -0.1722
H 4.3115 0.6030 -1.6099
C -5.1400 0.8845 2.6670
C -4.2569 1.4545 1.8606
C -3.9237 0.7991 0.6340
O -3.1225 1.3672 -0.0504
C -4.6354 -0.3602 0.1426
C -5.5833 -0.8927 0.8840
C -5.9028 -0.2734 2.2065
O -6.7662 -0.7100 2.9230
H -5.4939 1.3222 3.5908
H -3.8052 2.4207 2.0480
H -4.2950 -0.7386 -0.8096
H -6.1149 -1.8007 0.6422
C 1.4393 -6.9603 -1.4045
C 1.7764 -5.6901 -1.2017
C 0.7873 -4.5990 -1.4628
O 1.1159 -3.4759 -1.2156
C -0.5550 -4.8777 -1.9942
C -0.8980 -6.1652 -2.1815
C 0.1030 -7.2536 -1.9700
O -0.2742 -8.3556 -2.2773
H 2.1471 -7.7707 -1.2616
H 2.7603 -5.3936 -0.9065
H -1.1822 -4.0057 -2.1257
H -1.8510 -6.5543 -2.5106
C 2.3617 4.6040 1.5894
C 1.4986 5.2116 2.3455
C 1.3848 6.6518 2.2022
O 0.5834 7.2238 2.9174
C 2.1639 7.4768 1.2645
C 2.9902 6.8707 0.4519
C 3.1151 5.4031 0.5814
O 3.8269 4.7717 -0.1483
H 2.5269 3.5378 1.6200
H 0.8681 4.7725 3.1039
H 1.9520 8.5404 1.3124
H 3.5953 7.3360 -0.3010
C 0.7868 0.2734 -1.7912
C -0.2084 -0.6062 -1.5972
C -0.7921 -0.6916 -0.2143
O -1.6905 -1.4914 -0.1038
C -0.4076 0.0918 0.9485
C 0.6254 0.8881 0.7774
C 1.2598 0.9700 -0.5840
O 2.1769 1.7603 -0.6029
H 1.4074 0.4316 -2.6513
H -0.6306 -1.3235 -2.2848
H -1.0128 -0.0331 1.8367
H 1.0179 1.5454 1.5344
C 1.0164 4.1062 5.7962
C 0.0910 2.8906 5.4991
C 0.7558 2.2484 4.3429
O 2.1288 2.5523 4.4649
C 2.3655 3.6575 5.3244
H 1.0276 4.3433 6.8730
H 0.6835 5.0001 5.2851
H -0.9318 3.2021 5.2598
H 0.1203 2.2390 6.3684
H 0.2789 2.6378 3.4295
H 0.6203 1.1693 4.2775
H 3.0094 4.3657 4.7758
H 2.9071 3.3014 6.2027
C 2.4190 -1.7936 3.3359
C 1.6117 -2.1334 4.6046
C 0.1835 -2.4746 4.0275
O 0.1765 -2.2026 2.6468
C 1.5559 -2.3499 2.2204
H 3.4544 -2.1329 3.3097
H 2.4420 -0.7146 3.1768
H 1.5898 -1.2919 5.2944
H 2.0039 -2.9907 5.1731
H -0.6450 -1.9614 4.5495
H 0.0000 -3.5380 4.1971
H 1.6376 -1.7508 1.2902
H 1.7615 -3.3929 1.9571
C 2.2256 -1.8031 -5.0873
C 0.8168 -2.3931 -5.4437
C 1.0703 -3.8743 -5.4522
O 1.9999 -4.0999 -4.3806
C 2.8355 -2.9511 -4.2378
H 2.1585 -0.8300 -4.5849
H 2.8205 -1.7295 -5.9895
H 0.4438 -1.9411 -6.3687
H 0.1128 -2.1123 -4.6369
H 1.4185 -4.1854 -6.4518
H 0.2433 -4.5307 -5.1694
H 3.8448 -3.2227 -4.6056
H 2.7894 -2.6776 -3.1664
C -2.7561 0.8351 -6.0877
C -3.7482 0.9523 -4.8795
C -2.8813 0.5127 -3.7020
O -1.7619 -0.1867 -4.2268
C -1.4414 0.5439 -5.4149
H -2.7626 1.7163 -6.7498
H -3.0278 0.0016 -6.7273
H -4.5817 0.2457 -4.9311
H -4.1381 1.9610 -4.8233
H -3.4775 -0.0746 -2.9866
H -2.4175 1.3450 -3.1272
H -0.6950 -0.0554 -5.9549
H -0.9037 1.4830 -5.2030
C 3.9686 3.1654 -4.7507
C 3.9151 3.6457 -3.3097
C 2.4631 4.0444 -3.1374
O 2.0187 4.5137 -4.4215
C 2.6377 3.5907 -5.3373
H 4.1884 2.1042 -4.8221
H 4.7296 3.7176 -5.2848
H 4.5083 4.5563 -3.1755
H 4.2206 2.9270 -2.5487
H 2.2989 4.8630 -2.4374
H 1.8802 3.1737 -2.7860
H 2.7805 4.1152 -6.2953
H 1.9385 2.7480 -5.4501
```